The following is a quantum chemistry calculation of a molecular structure, C47H34F5N3O3P2S3Sc, from the OMol25 dataset.

E_HOMO   -4.28 eV
Spin multiplicity   1
Kohn-Sham gap   6.2 eV
Net charge   -1
E_LUMO   0.0705 hartree

CARTESIAN COORDINATES (ANGSTROEM)
Sc  0.053  0.364  0.222
S  0.733  -0.579  2.747
P  2.418  0.274  2.047
C  2.325  0.523  0.368
P  3.077  -0.642  -0.621
S  2.493  -2.553  -0.515
C  2.920  -0.055  -2.352
C  3.043  1.304  -2.631
C  2.949  1.767  -3.937
C  2.721  0.872  -4.976
C  2.605  -0.485  -4.703
C  2.711  -0.947  -3.397
C  4.913  -0.582  -0.425
C  5.556  0.656  -0.406
C  6.935  0.738  -0.281
C  7.690  -0.422  -0.161
C  7.059  -1.657  -0.170
C  5.676  -1.737  -0.307
C  3.861  -0.672  2.659
C  5.095  -0.052  2.852
C  6.201  -0.795  3.240
C  6.081  -2.164  3.443
C  4.855  -2.786  3.257
C  3.748  -2.044  2.865
C  2.648  1.883  2.884
C  3.200  2.946  2.176
C  3.462  4.154  2.813
C  3.163  4.303  4.160
C  2.590  3.251  4.863
C  2.331  2.045  4.229
H  3.176  1.998  -1.809
H  3.030  2.829  -4.140
H  2.626  1.232  -5.994
H  2.416  -1.185  -5.509
H  2.598  -2.000  -3.166
H  4.963  1.561  -0.472
H  7.420  1.707  -0.267
H  8.767  -0.361  -0.053
H  7.641  -2.565  -0.063
H  5.169  -2.694  -0.310
H  5.195  1.015  2.695
H  7.158  -0.306  3.375
H  6.946  -2.745  3.741
H  4.759  -3.855  3.407
H  2.790  -2.520  2.708
H  3.411  2.805  1.121
H  3.891  4.979  2.256
H  3.357  5.245  4.659
H  2.329  3.377  5.908
H  1.853  1.231  4.760
F  -0.927  -3.482  -3.911
C  -0.765  -2.171  -3.599
C  -0.460  -1.813  -2.306
C  -0.284  -0.475  -1.948
C  -0.429  0.491  -2.973
C  -0.729  0.072  -4.267
F  -0.858  0.962  -5.293
C  -0.909  -1.248  -4.614
C  -0.177  1.904  -2.616
C  -0.315  3.002  -3.471
C  0.042  4.262  -3.029
C  0.545  4.426  -1.746
C  0.615  3.306  -0.944
N  0.244  2.094  -1.355
H  -0.305  -2.613  -1.592
H  -1.132  -1.535  -5.631
H  -0.681  2.869  -4.474
H  -0.060  5.113  -3.692
H  0.853  5.390  -1.366
H  0.976  3.363  0.076
C  -4.123  2.270  -0.927
C  -5.038  1.244  -0.785
C  -4.584  -0.009  -0.413
C  -3.224  -0.205  -0.212
N  -2.346  0.792  -0.329
C  -2.793  1.999  -0.666
C  -2.663  -1.535  0.142
C  -3.392  -2.704  -0.024
C  -2.807  -3.918  0.295
C  -1.511  -3.929  0.773
C  -0.846  -2.721  0.902
N  -1.405  -1.551  0.592
H  -4.427  3.271  -1.199
H  -6.094  1.418  -0.945
H  -5.283  -0.819  -0.265
H  -2.055  2.791  -0.709
H  -4.392  -2.674  -0.430
H  -3.355  -4.841  0.157
H  -1.002  -4.849  1.023
H  0.181  -2.677  1.242
F  -1.821  5.048  3.215
C  -0.940  4.351  2.488
F  -0.962  4.845  1.236
F  0.276  4.561  2.987
S  -1.392  2.564  2.498
O  -2.786  2.579  2.137
O  -1.046  2.121  3.812
O  -0.518  2.059  1.413

***

The following is a quantum chemistry calculation of 2 unconnected molecules or ions with the total composition C29H40Br2ClF8IN3O5 in a non-equilibrium geometry, from the OMol25 dataset.

E_HOMO   -10.91 eV
Spin multiplicity   1
Kohn-Sham gap   6.4 eV
Net charge   +1
E_LUMO   -0.1639 hartree

CARTESIAN COORDINATES (ANGSTROEM)
C  -4.920  0.375  0.900
C  -4.005  1.575  1.159
C  -2.617  1.356  0.555
N  -2.047  0.126  1.104
C  -0.673  -0.121  0.858
C  0.325  0.485  1.601
C  -0.071  1.482  2.655
O  -0.881  1.131  3.492
O  0.518  2.711  2.704
C  -0.297  3.821  2.281
C  0.310  4.455  1.038
C  0.477  3.504  -0.168
I  -0.818  6.177  0.441
C  1.632  0.156  1.369
C  2.668  0.854  2.203
C  3.011  0.105  3.511
C  3.567  1.053  4.577
C  4.268  0.219  5.634
F  3.501  -0.869  5.904
F  4.412  0.877  6.783
C  5.659  -0.338  5.172
F  5.577  -1.611  4.792
F  6.152  0.353  4.144
F  6.515  -0.280  6.182
C  1.920  -0.764  0.420
C  3.352  -1.188  0.183
O  3.603  -2.561  0.418
C  3.141  -3.073  1.675
C  1.953  -4.015  1.474
N  0.958  -1.318  -0.315
C  1.303  -2.331  -1.340
C  1.220  -1.900  -2.817
C  2.150  -0.764  -3.224
F  2.136  0.287  -2.381
Br  1.456  -0.061  -4.934
C  3.650  -1.243  -3.422
F  3.902  -2.293  -2.622
F  4.431  -0.257  -3.017
Br  4.197  -1.809  -5.195
C  -0.334  -1.006  -0.118
C  -1.460  -1.604  -0.911
C  -2.067  -0.674  -1.957
O  -3.171  -0.881  -2.403
Cl  -1.122  0.714  -2.544
H  -4.494  -0.548  1.283
H  -5.889  0.515  1.368
H  -5.109  0.233  -0.164
H  -3.943  1.692  2.240
H  -4.476  2.441  0.708
H  -2.763  1.310  -0.516
H  -2.033  2.245  0.782
H  -2.264  0.026  2.086
H  -1.351  3.579  2.189
H  -0.229  4.569  3.065
H  1.296  4.799  1.320
H  1.520  3.376  -0.446
H  -0.029  3.903  -1.037
H  0.069  2.511  -0.006
H  2.317  1.833  2.505
H  3.588  1.048  1.667
H  2.176  -0.483  3.870
H  3.811  -0.589  3.255
H  2.733  1.551  5.063
H  4.264  1.762  4.150
H  3.560  -1.032  -0.868
H  4.066  -0.579  0.723
H  2.950  -2.301  2.410
H  3.954  -3.676  2.069
H  2.004  -4.791  2.230
H  0.987  -3.517  1.488
H  2.108  -4.527  0.528
H  2.298  -2.715  -1.182
H  0.657  -3.191  -1.223
H  1.540  -2.763  -3.397
H  0.223  -1.661  -3.162
H  -1.243  -2.572  -1.348
H  -2.268  -1.758  -0.206
C  -5.290  0.026  -4.328
C  -6.663  0.421  -4.821
O  -7.442  1.041  -4.117
N  -7.009  0.061  -6.085
C  -6.221  -0.672  -7.060
H  -5.170  0.382  -3.312
H  -5.181  -1.058  -4.333
H  -4.515  0.477  -4.950
H  -7.936  0.356  -6.346
H  -6.088  -0.060  -7.954
H  -6.747  -1.586  -7.339
H  -5.247  -0.932  -6.662

***

The following is a quantum chemistry calculation of a gas-phase ion, C25H37N2O4 (charge +1) in a non-equilibrium geometry, from the OMol25 dataset.

E_HOMO   -11.12 eV
Spin multiplicity   1
Kohn-Sham gap   9.0 eV
Net charge   +1
SMILES   Cc1ccccc1OC[C@H](O)CN1CC[N@H+](C[C@@H](O)COc2ccccc2C)[C@@H](C)C1
E_LUMO   -0.0777 hartree

CARTESIAN COORDINATES (ANGSTROEM)
C  -3.633  -1.005  1.967
C  -4.171  -1.252  0.589
C  -5.014  -2.325  0.341
C  -5.543  -2.551  -0.917
C  -5.235  -1.689  -1.953
C  -4.392  -0.613  -1.734
C  -3.856  -0.396  -0.472
O  -2.968  0.633  -0.201
C  -3.049  1.806  -0.990
C  -2.354  2.955  -0.231
O  -3.128  4.126  -0.271
C  -0.921  3.285  -0.725
N  0.161  2.382  -0.433
C  0.547  1.343  -1.346
C  -0.008  -0.030  -0.955
N  0.400  -0.353  0.432
C  0.089  -1.760  0.769
C  1.156  -2.739  0.247
O  1.127  -2.741  -1.163
C  2.564  -2.429  0.817
O  2.933  -1.062  0.756
C  3.901  -0.648  -0.170
C  3.963  -1.161  -1.455
C  4.918  -0.686  -2.337
C  5.796  0.304  -1.937
C  5.716  0.820  -0.656
C  4.772  0.359  0.251
C  4.682  0.930  1.633
C  -0.145  0.672  1.373
C  0.262  0.395  2.814
C  0.435  2.035  0.930
H  -4.336  -1.368  2.712
H  -2.688  -1.528  2.117
H  -3.472  0.059  2.127
H  -5.268  -2.985  1.157
H  -6.202  -3.388  -1.084
H  -5.650  -1.845  -2.936
H  -4.158  0.052  -2.551
H  -2.580  1.648  -1.973
H  -4.100  2.078  -1.140
H  -2.329  2.686  0.831
H  -3.157  4.474  -1.170
H  -0.946  3.434  -1.808
H  -0.671  4.251  -0.267
H  1.646  1.286  -1.355
H  0.221  1.592  -2.355
H  0.378  -0.799  -1.622
H  -1.097  -0.034  -0.981
H  1.445  -0.296  0.495
H  -0.882  -2.019  0.339
H  0.044  -1.870  1.850
H  0.879  -3.733  0.627
H  1.463  -3.577  -1.505
H  2.566  -2.695  1.880
H  3.307  -3.049  0.307
H  3.263  -1.917  -1.776
H  4.967  -1.091  -3.336
H  6.544  0.674  -2.620
H  6.402  1.593  -0.343
H  5.655  1.291  1.955
H  4.330  0.181  2.339
H  3.990  1.773  1.653
H  -1.232  0.665  1.261
H  -0.318  -0.403  3.269
H  1.321  0.154  2.878
H  0.088  1.288  3.408
H  1.526  1.992  1.064
H  0.047  2.819  1.579

***

The following is a quantum chemistry calculation of a molecular structure, C5H5FOS in a non-equilibrium geometry, from the OMol25 dataset.

E_HOMO   -9.23 eV
Spin multiplicity   1
Kohn-Sham gap   9.9 eV
Net charge   0
E_LUMO   0.0237 hartree

CARTESIAN COORDINATES (ANGSTROEM)
C  0.511  -0.739  0.746
C  -0.979  -0.197  0.537
C  0.293  -0.868  -0.750
C  0.098  0.623  -1.233
C  -0.789  0.996  -0.323
H  1.244  1.349  1.330
H  0.349  -1.619  1.399
H  -1.825  -0.184  1.212
H  0.973  -1.628  -1.299
H  -1.258  2.009  -0.157
O  -1.112  -1.102  -0.533
F  0.488  1.273  -2.373
S  2.008  0.086  1.444

***

The following is a quantum chemistry calculation of a molecular structure, C2H9FeN2OSe2Te2, from the OMol25 dataset.

E_HOMO (alpha / beta)   -5.94 / -6.01 eV
Spin multiplicity   6
Kohn-Sham gap (alpha / beta)   4.4 / 4.4 eV
Net charge   0
E_LUMO (alpha / beta)   -0.0573 / -0.0574 hartree

CARTESIAN COORDINATES (ANGSTROEM)
Fe  0.042  -0.243  -0.190
Se  2.188  -1.540  -0.240
Te  1.418  -3.835  0.387
Te  -1.353  -3.791  0.278
Se  -2.076  -1.480  -0.343
N  2.966  1.094  3.990
C  1.554  0.543  3.944
C  1.232  0.393  2.467
N  -0.029  -0.216  2.143
H  3.319  1.227  4.936
H  3.002  1.987  3.494
H  3.588  0.452  3.491
H  0.916  1.244  4.480
H  1.577  -0.412  4.468
H  2.003  -0.235  2.001
H  1.261  1.363  1.958
H  -0.847  0.336  2.364
H  -0.150  -1.179  2.436
O  0.211  1.422  -0.296

***

The following is a quantum chemistry calculation of 2 unconnected molecules or ions with the total composition C4H14N2O in a non-equilibrium geometry, from the OMol25 dataset.

E_HOMO   -8.15 eV
Spin multiplicity   1
Kohn-Sham gap   9.0 eV
Net charge   0
SMILES   CNCCNC.O
E_LUMO   0.0325 hartree

CARTESIAN COORDINATES (ANGSTROEM)
C  -3.113  -0.524  2.018
N  -2.069  -0.466  0.972
C  -1.293  0.774  0.894
C  -1.072  1.094  -0.606
N  -0.101  0.151  -1.102
C  -0.060  -0.126  -2.547
H  -3.640  0.423  2.036
H  -3.614  -1.484  1.907
H  -2.595  -0.634  2.983
H  -1.459  -1.271  1.043
H  -0.336  0.602  1.388
H  -1.865  1.602  1.317
H  -0.831  2.172  -0.701
H  -2.038  1.057  -1.117
H  0.821  0.565  -0.996
H  0.719  -0.888  -2.631
H  0.258  0.651  -3.276
H  -1.090  -0.340  -2.844
O  6.432  -0.848  0.382
H  6.866  0.014  0.284
H  6.489  -1.104  -0.538

***

The following is a quantum chemistry calculation of 2 unconnected molecules or ions with the total composition C6H16N in a non-equilibrium geometry, from the OMol25 dataset.

E_HOMO   -14.54 eV
Spin multiplicity   1
Kohn-Sham gap   9.5 eV
Net charge   +1
E_LUMO   -0.1858 hartree

CARTESIAN COORDINATES (ANGSTROEM)
C  1.851  0.788  -1.018
C  0.356  0.656  -0.521
C  0.428  0.535  1.002
C  0.638  -1.133  0.667
C  -0.529  -2.008  0.081
C  -2.021  -1.554  0.441
N  -0.583  2.496  -0.290
H  2.341  0.141  -0.245
H  2.066  0.392  -2.017
H  2.567  1.654  -0.693
H  -0.325  0.053  -1.171
H  1.415  0.639  1.491
H  -0.366  1.030  1.612
H  1.065  -1.490  1.597
H  1.429  -1.257  -0.004
H  -0.515  -1.815  -0.920
H  -0.357  -3.049  0.282
H  -2.689  -1.368  -0.433
H  -2.038  -0.611  1.002
H  -2.388  -2.453  0.967
H  -0.841  3.467  0.135
H  -0.032  2.496  -1.130
H  -1.472  2.390  -0.834

***

The following is a quantum chemistry calculation of 2 unconnected molecules or ions with the total composition C4H12NO2 in a non-equilibrium geometry, from the OMol25 dataset.

E_HOMO   -14.71 eV
Spin multiplicity   1
Kohn-Sham gap   10.7 eV
Net charge   +1
E_LUMO   -0.1487 hartree

CARTESIAN COORDINATES (ANGSTROEM)
C  -0.949  1.363  0.342
O  0.437  1.826  0.022
C  -1.910  2.510  0.589
H  -1.324  0.739  -0.478
H  -0.799  0.607  1.191
H  0.718  2.410  0.737
H  -1.904  3.182  -0.277
H  -2.945  2.094  0.708
H  -1.680  3.092  1.472
O  2.151  -1.834  1.165
C  1.599  -2.684  0.442
C  1.072  -2.260  -0.927
N  0.674  -0.813  -0.757
H  1.397  -3.700  0.762
H  1.701  -2.390  -1.805
H  0.180  -2.804  -1.085
H  0.676  -0.272  -1.621
H  -0.274  -0.804  -0.449
H  1.179  -0.262  -0.031

***

The following is a quantum chemistry calculation of a molecular structure, C4H10N4 in a non-equilibrium geometry, from the OMol25 dataset.

E_HOMO   -8.36 eV
Spin multiplicity   1
Kohn-Sham gap   9.3 eV
Net charge   0
E_LUMO   0.0342 hartree

CARTESIAN COORDINATES (ANGSTROEM)
C  0.988  1.500  0.167
C  0.793  0.045  -0.200
C  -2.580  -0.522  0.728
C  -2.599  -0.050  -0.720
H  1.024  2.156  -1.164
H  1.925  1.462  0.807
H  -0.331  1.532  0.567
H  1.466  -1.772  -0.429
H  3.831  -0.548  -0.594
H  3.610  -0.895  0.846
H  -2.122  -1.414  1.169
H  -3.356  -0.052  1.432
H  -3.411  0.571  -0.900
H  -2.514  -0.850  -1.520
N  1.851  -0.754  -0.129
N  3.215  -0.242  0.095
N  -0.308  -0.552  -0.250
N  -1.483  0.384  0.095

***

The following is a quantum chemistry calculation of C3H8N2S2 in the gas phase, from the OMol25 dataset.

E_HOMO   -8.51 eV
Spin multiplicity   1
Kohn-Sham gap   9.1 eV
Net charge   0
SMILES   NCCSC(N)=S
E_LUMO   0.0233 hartree

CARTESIAN COORDINATES (ANGSTROEM)
N  2.932  -0.220  -0.761
C  2.052  0.787  -0.174
C  1.242  0.170  0.964
S  0.094  -1.125  0.437
C  -1.338  -0.233  -0.085
N  -2.274  -1.071  -0.565
S  -1.566  1.407  -0.023
H  2.357  -0.857  -1.292
H  3.558  0.253  -1.409
H  2.670  1.590  0.267
H  1.379  1.301  -0.878
H  0.646  0.937  1.502
H  1.930  -0.299  1.686
H  -3.151  -0.683  -0.873
H  -2.177  -2.058  -0.570

***

We obtain relative energy (zero: lowest compared OMol25 entry of this formula, charge and spin) values of 4.30; 0.00; 38.93; 381.61; 0.00; 225.45; 544.25; 227.87; 742.28; 0.00 kJ/mol for the records listed above, in that order.